{
  "formula": "C32H54N4O8S",
  "method": "ωB97M-V with the def2-TZVPD basis set",
  "gap_ha": [0.2725, 0.2980],
  "total_charge": 0,
  "s2": 2.008,
  "spin_multiplicity": 3,
  "relative_energy_kcal_mol": 26.73,
  "elements": ["O", "C", "O", "C", "O", "C", "C", "O", "O", "C", "C", "C", "C", "C", "C", "C", "C", "S", "C", "N", "N", "C", "O", "H", "H", "H", "H", "H", "H", "H", "H", "H", "H", "H", "H", "H", "H", "H", "H", "H", "H", "C", "C", "C", "C", "C", "C", "N", "O", "C", "C", "C", "H", "H", "H", "H", "H", "H", "H", "H", "H", "H", "H", "H", "H", "H", "H", "H", "H", "H", "C", "C", "C", "C", "C", "C", "N", "O", "C", "C", "C", "H", "H", "H", "H", "H", "H", "H", "H", "H", "H", "H", "H", "H", "H", "H", "H", "H", "H"],
  "xyz": [[-3.548365, -2.213268, -2.433277], [-2.852270, -1.527132, -3.082416], [-3.229205, -1.048815, -4.322793], [-2.372729, -0.036181, -4.651244], [-2.587335, 0.738206, -5.507541], [-1.229575, -0.080754, -3.695776], [-0.016213, 0.766800, -3.800772], [-0.233027, 1.827808, -4.704116], [0.909355, 2.679323, -4.633960], [-1.520242, -0.987249, -2.760854], [-0.841966, -1.505657, -1.548159], [0.668761, -1.302379, -1.474679], [1.353080, -2.243926, -0.479117], [1.786635, -1.607290, 0.827248], [0.671866, -0.977188, 1.657092], [1.203175, -0.002279, 2.688798], [2.026885, 1.158576, 2.100615], [1.526889, 2.806909, 2.632136], [-0.038846, 2.956389, 1.914328], [-0.902888, 3.909716, 2.149973], [-2.005912, 3.631434, 1.357488], [-1.717782, 2.528269, 0.705300], [-0.466687, 2.036849, 1.006280], [0.802765, 0.142997, -4.177051], [0.287165, 1.166921, -2.838173], [1.663536, 2.093087, -4.800047], [-1.328770, -1.101358, -0.663959], [-1.043473, -2.572402, -1.524613], [1.099500, -1.458249, -2.456857], [0.871928, -0.269580, -1.206644], [0.712790, -3.098160, -0.283686], [2.252491, -2.618417, -0.956153], [2.220912, -2.398087, 1.434305], [2.583594, -0.893709, 0.639536], [0.188069, -1.782059, 2.205540], [-0.100932, -0.514035, 1.051989], [0.386202, 0.424916, 3.259107], [1.810408, -0.551428, 3.400103], [2.082817, 1.112766, 1.021265], [3.044034, 1.108098, 2.468243], [-2.344230, 2.002504, 0.014154], [-5.784825, 3.789091, -3.980726], [-5.883604, 3.582016, -2.456561], [-7.283814, 3.939656, -1.963175], [-7.565405, 5.440129, -2.015284], [-6.492570, 6.224056, -1.257663], [-5.057776, 5.876187, -1.661128], [-4.866466, 4.395461, -1.723970], [-4.623730, 3.907299, -0.552532], [-4.704088, 6.533400, -3.008652], [-4.089568, 6.444506, -0.630503], [-5.601027, 2.108153, -2.204950], [-6.307481, 2.980256, -4.490388], [-6.239135, 4.712819, -4.329294], [-4.745504, 3.770244, -4.308875], [-7.399242, 3.594056, -0.930808], [-8.017093, 3.393758, -2.560469], [-7.631141, 5.785065, -3.050544], [-8.540945, 5.641258, -1.568785], [-6.641682, 7.295880, -1.401505], [-6.614267, 6.033281, -0.186879], [-3.741584, 6.170827, -3.371047], [-4.627555, 7.612543, -2.879359], [-5.445217, 6.368873, -3.787108], [-4.329816, 6.124163, 0.380583], [-4.140882, 7.532537, -0.661940], [-3.064235, 6.141885, -0.844892], [-4.602137, 1.845828, -2.555828], [-6.324688, 1.505722, -2.751834], [-5.678827, 1.845851, -1.151712], [6.257019, -3.999873, 4.970045], [5.106655, -4.807322, 4.338048], [5.452837, -6.294414, 4.320002], [6.559528, -6.634598, 3.323403], [6.208927, -6.130928, 1.922801], [5.795926, -4.658146, 1.871074], [4.807835, -4.342853, 2.948561], [3.607566, -4.662908, 2.593451], [7.033734, -3.747622, 1.977479], [5.154810, -4.360390, 0.521002], [3.882469, -4.563592, 5.210332], [6.247836, -4.143610, 6.049851], [7.245053, -4.300482, 4.631837], [6.135745, -2.933882, 4.775029], [4.556257, -6.867710, 4.063806], [5.742530, -6.599717, 5.327347], [7.515506, -6.217531, 3.650613], [6.698981, -7.716418, 3.291776], [7.056660, -6.276518, 1.250602], [5.390447, -6.741561, 1.528921], [6.734662, -2.704655, 2.088683], [7.627724, -3.829502, 1.067786], [7.696844, -4.001494, 2.800467], [4.333172, -5.037894, 0.298485], [5.905925, -4.475733, -0.259455], [4.775052, -3.337812, 0.483846], [3.625211, -3.503464, 5.235467], [4.103703, -4.886519, 6.226654], [3.013281, -5.119620, 4.866303]],
  "atomic_forces_ev_per_a": [[-0.780, -1.008, 0.740], [0.266, 0.501, -0.914], [-0.708, -0.093, 0.133], [0.538, -0.146, 0.539], [-0.336, 0.521, -1.072], [0.025, -0.129, 0.454], [0.335, 0.191, -0.235], [0.062, 0.069, -0.215], [-0.058, 0.072, 0.360], [0.259, 0.302, 0.048], [0.391, -0.067, -0.089], [-0.229, 0.088, 0.152], [0.175, 0.305, -0.198], [-0.252, -0.264, 0.265], [0.121, -0.311, 0.081], [-0.032, 0.408, -0.061], [-0.171, -0.250, 0.261], [0.244, 0.269, 0.127], [-0.656, 0.532, 0.072], [0.845, -1.026, -0.220], [0.563, -1.770, -1.051], [-0.155, 1.647, 1.114], [-0.761, 0.736, 0.142], [0.184, -0.083, -0.012], [-0.051, 0.056, 0.255], [-0.043, -0.078, -0.267], [-0.161, 0.055, 0.170], [-0.149, -0.245, 0.071], [0.035, -0.066, -0.288], [0.169, 0.249, 0.071], [-0.126, -0.232, 0.056], [0.157, -0.310, -0.058], [0.312, -0.082, 0.141], [0.123, 0.197, -0.164], [-0.287, -0.135, 0.007], [0.023, 0.241, -0.212], [-0.251, -0.037, 0.137], [0.213, -0.087, 0.174], [-0.100, 0.121, -0.257], [0.308, 0.050, -0.016], [-0.058, -0.122, -0.165], [0.033, 0.108, 0.029], [0.058, -0.303, -1.001], [-0.180, 0.249, 0.243], [0.115, 0.010, -0.032], [-0.354, -0.243, 0.140], [0.481, 0.761, -0.640], [-0.929, -0.077, 1.273], [0.374, -0.120, -0.425], [-0.077, -0.136, -0.095], [0.062, -0.040, 0.216], [0.020, -0.176, 0.282], [-0.004, -0.082, 0.076], [0.027, -0.019, 0.045], [0.025, 0.001, 0.009], [0.108, -0.014, 0.003], [0.022, -0.033, -0.049], [0.033, -0.026, -0.015], [-0.007, 0.018, -0.010], [0.056, 0.042, 0.004], [0.082, -0.071, -0.006], [0.005, -0.023, 0.003], [0.015, 0.009, 0.119], [0.026, -0.015, 0.053], [0.037, -0.088, -0.053], [-0.028, 0.052, -0.065], [-0.009, -0.022, -0.005], [0.055, -0.012, -0.022], [-0.021, 0.023, -0.108], [0.048, 0.089, -0.016], [0.051, 0.016, -0.122], [0.451, 0.566, 0.768], [0.056, -0.295, -0.259], [-0.010, 0.118, -0.021], [-0.141, -0.356, 0.227], [0.771, 0.674, -0.375], [-0.612, -1.420, -0.296], [0.094, 0.546, 0.072], [0.005, -0.010, 0.177], [-0.226, -0.036, -0.111], [-0.292, -0.078, -0.053], [-0.103, -0.036, 0.021], [-0.050, 0.004, -0.013], [-0.011, 0.004, -0.016], [-0.046, 0.092, -0.029], [0.002, 0.045, 0.045], [-0.017, 0.035, 0.013], [0.021, -0.003, -0.006], [0.005, 0.045, -0.055], [-0.066, 0.078, 0.028], [-0.019, 0.005, 0.015], [-0.079, -0.047, -0.074], [-0.054, -0.002, -0.030], [-0.020, 0.048, 0.081], [0.084, 0.005, 0.004], [0.007, 0.004, 0.027], [0.007, 0.001, -0.021], [0.087, 0.020, 0.044], [0.046, 0.043, -0.072]],
  "mulliken_spin": [0.00, 0.00, 0.00, 0.00, 0.00, 0.00, 0.00, 0.00, 0.00, 0.00, 0.00, 0.00, 0.00, 0.03, 0.00, 0.00, 0.00, 0.00, 0.00, 0.00, 0.00, 0.00, 0.00, 0.00, 0.00, 0.00, 0.00, 0.00, 0.00, 0.00, 0.00, 0.00, -0.03, 0.00, 0.00, 0.00, 0.00, 0.00, 0.00, 0.00, 0.00, 0.02, 0.02, 0.03, -0.02, 0.02, 0.01, 0.37, 0.56, 0.01, -0.01, -0.02, 0.00, 0.00, -0.01, 0.00, 0.00, 0.00, 0.00, 0.00, 0.00, -0.01, 0.00, 0.00, 0.00, 0.00, 0.00, 0.01, 0.00, 0.00, 0.02, 0.00, 0.03, -0.02, 0.03, 0.01, 0.38, 0.56, 0.02, -0.02, -0.01, 0.00, 0.00, -0.01, 0.00, 0.00, 0.00, 0.00, 0.00, 0.00, -0.01, 0.00, 0.00, 0.00, 0.00, 0.01, 0.00, 0.00, 0.00]
}

=====

{
  "formula": "C2H5N3S2",
  "method": "ωB97M-V with the def2-TZVPD basis set",
  "smiles": "N/N=C(/N)C(=S)S",
  "gap_ha": 0.2850,
  "total_charge": 0,
  "relative_energy_kcal_mol": 50.64,
  "elements": ["N", "N", "C", "N", "C", "S", "S", "H", "H", "H", "H", "H"],
  "xyz": [[1.222873, 1.037863, -1.270210], [1.406140, 0.070609, -0.284769], [0.381072, -0.311317, 0.372008], [0.510362, -1.198704, 1.414859], [-1.011564, 0.204034, 0.145269], [-1.528151, 1.637587, 0.709662], [-1.955754, -0.914005, -0.815816], [0.691211, 1.833865, -0.938379], [2.142569, 1.371704, -1.503076], [-0.185610, -1.905030, 1.467817], [1.447410, -1.592859, 1.473210], [-3.120556, -0.233747, -0.770571]],
  "atomic_forces_ev_per_a": [[0.057, 0.085, -0.172], [-0.492, -0.280, 0.446], [0.369, 0.489, -0.622], [0.924, -0.114, 0.403], [-0.390, 0.212, -0.157], [0.165, -0.317, -0.073], [0.067, 0.115, 0.144], [-0.202, 0.054, 0.111], [0.173, 0.039, -0.152], [-0.663, -0.479, 0.068], [-0.253, 0.203, -0.039], [0.244, -0.006, 0.044]],
  "nbo_charge": [-0.66, -0.29, 0.27, -0.79, -0.34, 0.06, 0.12, 0.35, 0.36, 0.38, 0.39, 0.15]
}

=====

no.,electronic energy (hartree)
1,-2470.60314
2,-1039.80266